Computed, not measured: a single C4H10O2 molecule, with ωB97M-V/def2-TZVPD.

HOMO energy (eV): -9.9
SMILES: COCCOC
Frontier orbital gap (eV): 10.97

Positions of all 16 atoms, in Å:
C (-2.59857, 0.39709, -1.34182)
O (-1.20563, 0.23450, -1.28965)
C (-0.76388, -0.17030, -0.01740)
C (0.75500, -0.23140, -0.04505)
O (1.20841, -0.18260, 1.28506)
C (2.60502, -0.08443, 1.38427)
H (-2.84537, 0.78848, -2.33172)
H (-3.12679, -0.55757, -1.19104)
H (-2.94940, 1.11018, -0.57861)
H (-1.06688, 0.55557, 0.75412)
H (-1.19496, -1.14756, 0.25614)
H (1.10747, -1.15263, -0.53571)
H (1.12541, 0.62305, -0.63274)
H (2.86872, -0.23649, 2.43301)
H (3.11620, -0.85237, 0.78359)
H (2.96526, 0.90648, 1.06754)

Here are the Löwdin charges for atoms 1 to 4, given in e: C -0.123; O -0.189; C -0.218; C -0.216